Entry from OMol25: a cluster of 2 separate species, C4H5NO2 in total in a non-equilibrium geometry (ωB97M-V/def2-TZVPD).

```
12
Properties=species:S:1:pos:R:3:forces:R:3:nbo_charge:R:1
O -0.6454 2.1049 0.5342 0.45 -0.19 0.00 -0.530
C 0.3866 1.4759 0.6234 -0.30 0.21 0.15 0.396
C 0.4341 0.0252 0.9528 -0.20 -0.09 0.53 -0.389
C -0.6940 -0.6659 1.1255 0.21 0.22 0.49 -0.256
N -0.7321 -1.2922 -1.4232 0.55 0.14 -1.89 -0.735
C 0.2051 -0.5028 -1.5383 0.88 0.77 0.30 0.847
O 1.0916 0.2349 -1.6961 -0.22 -0.24 0.03 -0.500
H 1.3669 1.9640 0.4489 -0.15 -0.04 0.06 0.121
H 1.4120 -0.4530 0.9849 -0.16 0.12 0.12 0.216
H -0.6982 -1.7281 1.3495 0.06 0.17 -0.07 0.209
H -1.6556 -0.1653 1.0428 0.16 -0.05 0.02 0.221
H -0.6941 -1.4121 -2.4722 -1.28 -1.03 0.27 0.401
```
Positions in Å, forces in eV/Å.

Properties
ΔE to the lowest compared entry with this formula, charge and spin   207.8 kJ/mol
HOMO level   -9.9498 eV
SMILES string   C=CC=O.N=C=O
Largest force on an atom   1.98 eV/Å
Calculated total energy   -360.59026 a.u.
Gap between HOMO and LUMO   0.3770 Ha



Entry from OMol25: a structure of composition BrHNO3S in a non-equilibrium geometry (ωB97M-V/def2-TZVPD).

```
7
Properties=species:S:1:pos:R:3:forces:R:3:nbo_charge:R:1
N 0.9990 2.0425 0.2190 -0.52 1.35 0.54 -1.038
O -1.3150 0.1665 -0.0016 -2.91 -1.94 0.06 -1.015
O -0.6940 -1.9272 1.3156 -0.05 0.70 -1.38 -0.939
O -0.5020 -1.8519 -1.1925 -0.16 0.34 1.82 -0.951
S -0.6148 -1.1282 0.0884 -1.68 0.66 -1.36 2.178
Br 1.0352 0.2543 0.2988 5.53 0.10 0.43 0.454
H 1.0917 2.4439 -0.7278 -0.22 -1.22 -0.11 0.311
```
Positions in Å, forces in eV/Å.

Properties
ΔE to the lowest compared entry with this formula, charge and spin   349.4 kJ/mol
HOMO level   -4.0317 eV
Charge   -1
Largest force on an atom   5.55 eV/Å
Calculated total energy   -3253.19327 a.u.
Gap between HOMO and LUMO   0.2860 Ha



Entry from OMol25: a structure of composition C2H3LiO2Yb in a non-equilibrium geometry (ωB97M-V/def2-TZVPD).

```
9
Properties=species:S:1:pos:R:3:forces:R:3:nbo_charge:R:1
H -0.2532 -1.9317 -0.0743 1.11 3.91 0.41 0.215
O 1.1649 -0.0087 0.5590 0.64 -0.31 0.17 -1.078
C -0.0639 -0.5617 0.3378 -0.12 -5.75 0.30 -0.089
C -0.9063 0.2482 -0.3630 -1.35 1.36 -2.32 0.100
O -0.5561 1.5176 -0.6611 -0.42 -1.30 0.65 -0.908
Li 2.1481 0.2991 -1.0810 -0.32 -1.04 0.14 0.901
Yb 0.9579 2.2060 0.6920 -0.44 0.41 0.87 1.530
H -0.7245 -1.5968 1.4869 0.96 2.37 -0.79 0.133
H -1.7669 -0.1720 -0.8962 -0.06 0.34 0.57 0.196
```
Positions in Å, forces in eV/Å.

Properties
ΔE to the lowest compared entry with this formula, charge and spin   293.5 kJ/mol
HOMO level (alpha / beta)   -8.9109 / -12.3061 eV
Charge   +1
Largest force on an atom   5.76 eV/Å
Calculated total energy   -1394.29581 a.u.
Gap between HOMO and LUMO (alpha / beta)   0.1226 / 0.2583 Ha
Multiplicity   2



Entry from OMol25: a cluster of 9 separate species, C18H54O9S9 in total in a non-equilibrium geometry (ωB97M-V/def2-TZVPD).

```
90
Properties=species:S:1:pos:R:3:forces:R:3:mulliken_charge:R:1
C 5.0758 -3.1397 1.2063 0.42 0.21 0.69 -0.542
S 5.6005 -4.8148 1.6276 -0.01 0.21 0.04 0.460
O 4.9278 -5.6924 0.6472 -0.14 -0.39 -0.23 -0.617
C 7.2914 -4.6217 1.0545 0.36 0.67 0.42 -0.920
H 5.3047 -2.4553 2.0277 0.05 -0.12 0.06 0.417
H 3.9947 -3.1810 1.1156 0.02 0.01 -0.40 0.088
H 5.6232 -2.7887 0.3354 -0.46 -0.06 -0.33 0.146
H 7.9002 -5.4703 1.3534 -0.16 -0.22 -0.25 0.342
H 7.7191 -3.7433 1.5506 -0.08 -0.03 0.01 0.318
H 7.2818 -4.4377 -0.0187 -0.01 -0.28 -0.06 0.300
C 0.0285 0.2137 -0.4608 -0.34 0.11 -0.23 -0.214
S 0.4603 -0.1155 1.2230 0.78 -0.05 0.43 0.362
O -0.6658 -0.8206 1.8723 -0.80 -0.26 0.17 -0.390
C 1.7204 -1.3431 0.8389 -0.01 -0.35 -0.61 -1.157
H -0.7473 0.9763 -0.4992 0.25 0.24 -0.02 -0.082
H -0.3682 -0.6820 -0.9391 0.24 -0.18 0.05 0.040
H 0.9625 0.5501 -0.9098 -0.17 0.11 -0.31 0.346
H 1.4586 -1.8489 -0.0919 0.04 0.17 -0.11 0.285
H 1.7075 -2.1664 1.5500 0.02 0.42 0.50 0.445
H 2.6811 -0.8350 0.7518 0.07 -0.13 0.10 0.444
C 0.3963 4.3288 -3.5536 0.82 -0.29 0.20 -0.835
S -1.2006 4.1718 -2.7752 -0.34 0.16 -0.27 0.426
O -1.2783 2.7535 -2.3189 0.14 -0.31 0.18 -0.406
C -2.1490 4.2218 -4.2927 0.28 0.63 -0.51 -0.826
H 0.6118 5.3173 -3.9550 -0.29 0.08 0.00 0.435
H 0.5365 3.5553 -4.3110 -0.25 0.06 -0.11 0.098
H 1.1120 4.1272 -2.7516 -0.02 0.11 -0.01 0.304
H -3.2065 4.1087 -4.0729 0.03 -0.31 0.05 0.226
H -1.7254 3.4877 -4.9795 -0.32 -0.34 0.16 0.207
H -2.0164 5.1946 -4.7767 0.01 0.08 0.23 0.415
C -5.7143 2.8992 -1.2671 -0.10 0.25 -0.01 -0.907
S -4.1963 3.5953 -0.5583 0.27 -0.12 -0.56 0.521
O -4.5831 4.3155 0.6716 -0.16 0.10 0.53 -0.696
C -3.4185 2.0427 -0.0774 -0.36 -0.11 -0.17 -0.791
H -5.8687 1.8596 -0.9909 -0.01 -0.03 -0.05 0.280
H -5.7048 3.0436 -2.3463 0.06 -0.21 -0.03 0.273
H -6.5104 3.5184 -0.8553 0.00 -0.03 0.05 0.354
H -2.6557 2.3111 0.6494 0.10 -0.12 -0.05 0.194
H -2.9883 1.5934 -0.9721 0.16 0.13 0.04 0.198
H -4.1585 1.3601 0.3400 0.03 0.12 0.27 0.535
C -1.6604 -5.6086 -0.8700 0.02 0.50 -0.28 -0.978
S -1.4120 -4.3204 0.3756 -0.06 -0.42 0.02 0.506
O -0.0211 -3.8651 0.1308 0.39 0.20 -0.06 -0.591
C -2.4382 -3.0530 -0.3473 -0.21 0.24 0.15 -0.612
H -0.7538 -6.2058 -0.8116 -0.18 -0.27 0.13 0.368
H -1.6742 -5.1124 -1.8415 0.03 -0.07 -0.04 0.257
H -2.5801 -6.1730 -0.7349 0.08 -0.10 0.18 0.366
H -2.1457 -2.1535 0.1978 -0.02 0.07 -0.12 -0.155
H -3.4967 -3.2380 -0.1635 0.00 -0.13 -0.06 0.401
H -2.2241 -2.9681 -1.4118 0.03 0.05 0.00 0.418
C -2.8540 3.8072 5.1598 0.26 -0.33 0.22 -0.980
S -2.4182 2.0764 5.4588 0.17 0.31 0.12 0.445
O -3.7168 1.3577 5.4774 -0.26 -0.14 -0.02 -0.549
C -1.6312 1.7514 3.8839 0.37 -0.02 -0.45 -0.782
H -3.5163 3.8050 4.2969 -0.12 0.28 0.05 0.263
H -1.9695 4.4274 5.0180 0.06 -0.13 -0.19 0.372
H -3.3289 4.1331 6.0827 -0.32 0.03 -0.17 0.358
H -2.3569 1.5582 3.0927 -0.24 0.03 0.22 0.111
H -0.9920 0.8752 3.9807 -0.10 -0.04 0.02 0.281
H -1.0227 2.6073 3.5859 0.06 0.00 0.15 0.496
C -0.6302 -0.4601 -4.1954 -0.30 -0.19 0.20 -0.547
S 0.6749 0.2535 -5.1919 0.17 -0.11 -0.07 0.412
O 0.0726 1.4058 -5.9078 -0.08 0.41 -0.07 -0.614
C 1.6854 0.8616 -3.8450 -0.03 -0.09 0.36 -0.682
H -1.3483 0.3153 -3.9275 0.10 0.14 -0.09 0.202
H -0.2488 -0.9110 -3.2805 0.14 -0.10 -0.11 0.048
H -1.1001 -1.2238 -4.8129 -0.12 0.03 0.07 0.401
H 1.1553 1.5469 -3.1830 -0.23 -0.03 -0.14 -0.049
H 2.5651 1.3496 -4.2589 0.03 -0.09 -0.06 0.445
H 1.9582 -0.0345 -3.2828 0.27 0.12 0.01 0.374
C -4.9110 -1.4802 4.7655 0.11 -0.16 0.50 -1.051
S -3.1521 -1.7387 4.5574 0.37 1.00 -0.20 0.561
O -2.7835 -2.9571 5.2987 -0.06 -0.87 0.21 -0.708
C -3.1686 -2.0807 2.7905 -0.22 0.19 0.22 -0.581
H -5.0271 -1.2419 5.8223 -0.05 0.15 -0.05 0.368
H -5.4415 -2.4134 4.5735 -0.03 0.08 -0.29 0.388
H -5.2238 -0.6253 4.1712 -0.11 -0.08 -0.08 0.306
H -4.0527 -2.6475 2.4981 0.13 -0.18 -0.03 0.548
H -2.2253 -2.5688 2.5668 -0.06 -0.14 0.00 0.060
H -3.1449 -1.1007 2.3135 -0.10 -0.03 -0.12 0.076
C 5.7944 2.2888 -0.7999 0.87 0.70 -0.47 -0.962
S 6.1372 0.7832 0.0831 -0.45 -0.06 -0.12 0.427
O 4.8404 0.0506 0.0101 0.00 -0.31 0.24 -0.499
C 7.1828 0.0430 -1.1753 -0.02 0.05 0.10 -0.948
H 5.0192 2.8347 -0.2719 -0.13 -0.10 -0.04 0.316
H 5.5416 2.0689 -1.8367 -0.43 -0.17 0.12 0.255
H 6.6936 2.9119 -0.8584 -0.03 -0.03 0.29 0.407
H 7.5621 -0.8926 -0.7708 0.05 -0.01 -0.05 0.263
H 8.0023 0.7190 -1.4155 0.05 -0.07 -0.02 0.416
H 6.5466 -0.1468 -2.0385 0.05 0.00 -0.06 0.292
```
Positions in Å, forces in eV/Å.

Properties
ΔE to the lowest compared entry with this formula, charge and spin   0.0 kJ/mol
HOMO level   -7.8398 eV
Largest force on an atom   1.21 eV/Å
Calculated total energy   -4978.75774 a.u.
Gap between HOMO and LUMO   0.2890 Ha